1.
An isolated ion of composition C8H20NOSi and charge +1 at a distorted geometry. Source: OMol25; level of theory: wB97M-V/def2-TZVPD.

**Structure (SMILES)**: C/C=C(\O[Si](C)(C)C)[NH+](C)C
**Energy above the lowest of the compared OMol25 structures with the same formula, charge and spin**: 113.0 kJ/mol
**HOMO energy**: -13.137 eV
**Strongest force on any atom**: 0.1255 hartree/bohr
**E**: -735.99924 Ha
**Total charge**: +1
**Kohn-Sham gap**: 10.26 eV

CARTESIAN COORDINATES (ANGSTROEM)
Si 0.848 1.220 -1.048
O 0.466 -0.292 -0.540
N -1.658 -0.640 0.661
C 2.479 1.477 -0.212
C 0.401 -2.032 1.278
C -2.652 -1.600 0.214
C 1.869 -2.162 0.893
C -0.312 -1.093 0.671
C -2.096 -0.291 2.162
C -0.441 2.714 -0.769
C 1.172 1.113 -2.872
H -1.279 0.353 2.423
H 2.591 -1.479 1.460
H 0.360 1.477 -3.433
H -3.633 -1.159 0.162
H 2.167 -3.210 0.915
H -0.663 2.947 0.360
H 2.814 2.434 -0.641
H -1.668 0.224 0.121
H -2.708 -2.471 0.860
H 2.042 -1.745 -0.117
H -3.090 0.111 2.229
H -0.178 -2.800 1.768
H -1.497 2.620 -1.238
H 2.109 1.454 -3.127
H 1.092 -0.029 -3.173
H -1.874 -1.147 2.742
H -2.497 -1.975 -0.824
H 0.128 3.542 -1.110
H 2.499 1.683 0.823
H 3.208 0.759 -0.638

2.
C28H49BFeN12O4P as an isolated structure at a distorted geometry. Source: OMol25; level of theory: wB97M-V/def2-TZVPD.

**Energy above the lowest of the compared OMol25 structures with the same formula, charge and spin**: 15.3 kJ/mol
**HOMO energy (spin up / spin down)**: -11.154 / -11.148 eV
**Strongest force on any atom**: 0.0204 hartree/bohr
**E**: -3684.32919 Ha
**Total charge**: +1
**Kohn-Sham gap (spin up / spin down)**: 9.08 / 9.07 eV

CARTESIAN COORDINATES (ANGSTROEM)
Fe 0.015 -0.052 -0.203
P 0.306 3.598 -0.191
O -2.238 0.890 1.505
O -2.738 -1.853 -5.905
O -1.628 -1.606 0.707
O -0.085 2.162 -0.224
N 1.945 -2.361 -0.387
N -1.043 -2.890 -4.842
N 0.385 4.257 -1.707
N -1.289 0.049 -1.795
N 2.430 -0.540 1.283
N -3.503 -2.189 1.854
N -0.834 4.485 0.609
N 0.638 -2.087 -0.583
N 2.762 -0.189 -1.193
N 1.198 -0.014 1.364
N 1.773 3.868 0.506
N 1.538 0.320 -1.456
C 2.045 5.111 1.208
C -1.119 5.887 0.363
C 0.053 -3.241 -0.879
C 1.506 5.002 -2.246
C -0.788 4.234 -2.562
C 1.061 0.505 2.578
C -1.196 -0.849 -2.780
C 0.981 -4.285 -0.871
C 1.661 1.103 -2.524
C 2.980 1.089 -2.982
C -2.153 -1.895 1.768
C -1.979 -1.919 -4.961
C -1.144 -3.743 2.945
C 3.074 -0.364 2.447
C -3.097 0.034 -3.910
C 3.642 0.251 -2.103
C 2.799 2.852 0.652
C -3.186 0.981 -2.906
C -2.073 -0.903 -3.850
C -2.990 -4.549 1.285
C -3.905 -3.339 1.026
C -1.369 -2.215 3.007
C -1.353 3.985 1.867
C 2.230 0.303 3.317
C -2.262 0.960 -1.877
C -2.821 0.988 2.804
C -2.385 -4.619 2.699
C 2.175 -3.672 -0.544
B 2.904 -1.211 -0.039
H -0.416 -1.689 3.007
H 1.421 5.922 0.836
H 2.926 2.568 1.700
H -0.412 -3.942 2.156
H -1.038 2.955 2.007
H 1.763 4.619 -3.238
H 3.754 3.232 0.278
H -1.930 -1.954 3.908
H -3.953 1.742 -2.918
H 4.081 -0.725 2.568
H 1.890 5.016 2.287
H 3.085 5.402 1.038
H -1.001 4.596 2.706
H -3.556 -5.460 1.081
H -1.516 3.515 -2.192
H -2.970 0.882 0.881
H 2.530 1.970 0.087
H -2.253 1.716 -1.100
H -3.785 0.000 -4.743
H -3.900 -3.047 -0.023
H -2.081 -5.652 2.879
H -3.151 -4.415 3.457
H -2.446 4.014 1.867
H -2.199 6.046 0.304
H -0.732 6.518 1.170
H -0.389 -2.949 -4.083
H -3.671 0.310 2.907
H 2.433 0.601 4.330
H -1.272 5.214 -2.628
H -4.937 -3.566 1.293
H 0.812 -5.327 -1.074
H -0.360 -1.529 -2.685
H -0.678 -4.046 3.884
H -3.150 2.006 3.026
H 4.669 -0.069 -2.060
H -3.753 -2.377 2.816
H -1.005 -3.263 -1.079
H -0.971 -3.556 -5.591
H 1.267 6.067 -2.351
H -2.163 -4.548 0.572
H 3.170 -4.066 -0.426
H 0.808 1.651 -2.890
H -0.504 3.934 -3.574
H -0.673 6.216 -0.571
H 4.031 -1.590 0.084
H 0.152 1.019 2.847
H 3.395 1.612 -3.824
H 2.375 4.897 -1.603
H -2.068 0.698 3.540

3.
A 2-piece molecular cluster, C6H10O overall. Source: OMol25; level of theory: wB97M-V/def2-TZVPD.

**Energy above the lowest of the compared OMol25 structures with the same formula, charge and spin**: 444.2 kJ/mol
**HOMO energy**: -8.496 eV
**Strongest force on any atom**: 0.0062 hartree/bohr
**E**: -309.67318 Ha
**Kohn-Sham gap**: 9.37 eV

CARTESIAN COORDINATES (ANGSTROEM)
O 1.870 0.626 0.793
C 0.898 1.405 0.318
C 0.994 -0.295 1.504
C -0.654 -0.437 -1.453
C -0.182 0.531 0.967
C 0.627 -1.481 0.606
C -0.579 -0.673 0.048
H 1.302 -0.432 2.541
H 0.340 -2.378 1.161
H -0.852 -1.378 -1.979
H 0.282 -0.020 -1.840
H -1.521 -1.103 0.403
H 1.409 -1.738 -0.115
H -1.047 3.189 -1.587
H -1.456 0.267 -1.699
H -0.963 1.021 1.550
H -0.467 2.896 -1.217

4.
One molecule with the formula C14H18N2O7 at a distorted geometry. Source: OMol25; level of theory: wB97M-V/def2-TZVPD.

**Structure (SMILES)**: CCOCC(=O)OCC(=O)Nc1cc(OC)c([N+](=O)[O-])cc1C
**Energy above the lowest of the compared OMol25 structures with the same formula, charge and spin**: 0.0 kJ/mol
**HOMO energy**: -8.897 eV
**Strongest force on any atom**: 0.0219 hartree/bohr
**E**: -1180.37798 Ha
**Kohn-Sham gap**: 8.70 eV

CARTESIAN COORDINATES (ANGSTROEM)
O 0.410 0.076 -3.062
O -4.285 1.684 0.775
O -5.310 -2.130 0.096
O 2.106 2.039 0.597
O -5.994 -0.123 0.413
O 4.565 -0.557 0.783
O 3.025 0.717 -0.960
N -5.126 -0.928 0.161
N 0.110 0.768 -0.909
C 3.927 0.601 1.232
C 3.365 -2.285 2.075
C -2.880 -1.364 -0.624
C -2.077 1.203 -0.079
C -0.620 -2.052 -1.429
C 0.810 0.620 -2.062
C 2.206 1.264 -1.991
C -3.903 2.996 1.113
C -3.393 0.857 0.214
C -1.571 -1.023 -0.912
C 3.760 -1.722 0.712
C -1.190 0.301 -0.656
C 2.915 1.201 0.267
C -3.791 -0.462 -0.088
H -4.790 3.448 1.552
H 2.099 2.345 -1.841
H -3.090 3.003 1.846
H 2.910 -3.262 1.941
H -0.423 -1.887 -2.488
H 2.649 -1.642 2.583
H -3.606 3.568 0.228
H 2.864 -1.535 0.106
H -3.229 -2.370 -0.808
H 4.389 -2.442 0.183
H 0.334 -1.989 -0.905
H 4.248 -2.391 2.701
H 2.731 1.060 -2.926
H 3.423 0.464 2.199
H -1.033 -3.047 -1.297
H -1.722 2.201 0.127
H 0.471 1.448 -0.242
H 4.718 1.347 1.372

Which value of strongest force on any atom does entry 4 give?
0.0219 hartree/bohr

The highest energy above the lowest of the compared OMol25 structures with the same formula, charge and spin belongs to which entry?
C6H10O

Look up the strongest force on any atom of the third one.
0.0062 hartree/bohr

Look up the energy above the lowest of the compared OMol25 structures with the same formula, charge and spin of the first one.
113.0 kJ/mol